No. 1
A structure of composition C32H38CaN2O2PSe2, computed with the ωB97M-V functional and the def2-TZVPD basis.

Last column: Mulliken charge in e.
Geometry (Å):
Ca: -1.04 -0.48 0.15  0.876
C: 1.25 -3.36 2.77  -1.834
C: 2.30 -2.52 2.03  0.922
C: 2.44 -3.02 0.59  -1.284
C: 2.02 -1.03 2.10  0.090
C: 2.62 -0.13 1.20  0.209
C: 2.43 1.24 1.32  -0.546
C: 1.66 1.78 2.34  0.861
C: 1.48 3.26 2.48  -1.571
C: 1.03 0.89 3.21  -0.899
C: 1.20 -0.49 3.09  -0.100
H: 1.44 -4.42 2.59  0.469
H: 0.25 -3.11 2.41  0.214
H: 1.30 -3.20 3.85  0.405
H: 3.27 -2.67 2.53  0.224
H: 1.52 -2.83 0.03  0.004
H: 2.61 -4.10 0.59  0.493
H: 3.27 -2.56 0.06  0.391
H: 3.23 -0.51 0.39  0.102
H: 2.90 1.90 0.60  0.389
H: 2.42 3.79 2.31  0.436
H: 1.12 3.53 3.48  0.380
H: 0.77 3.64 1.74  0.165
H: 0.40 1.27 4.01  0.350
H: 0.67 -1.14 3.76  0.024
Se: -0.35 2.60 -0.95  -0.420
P: 0.78 1.47 -2.39  0.561
Se: 0.82 -0.66 -2.12  -0.559
C: 2.49 2.13 -2.39  0.417
C: 3.58 1.31 -2.17  -0.209
C: 4.87 1.84 -2.17  -0.514
C: 5.06 3.20 -2.38  -0.435
C: 3.96 4.02 -2.60  -0.600
C: 2.68 3.50 -2.60  -0.648
C: 0.24 1.84 -4.09  0.495
C: 0.89 1.21 -5.15  -0.502
C: 0.51 1.48 -6.45  -0.643
C: -0.52 2.37 -6.71  -0.400
C: -1.17 3.00 -5.66  -0.538
C: -0.79 2.74 -4.35  -0.305
H: 3.42 0.25 -2.01  0.273
H: 5.72 1.19 -1.99  0.396
H: 6.06 3.61 -2.37  0.378
H: 4.11 5.08 -2.77  0.385
H: 1.83 4.14 -2.76  0.366
H: 1.67 0.49 -4.94  0.351
H: 1.01 0.98 -7.27  0.371
H: -0.82 2.58 -7.73  0.359
H: -1.98 3.69 -5.86  0.378
H: -1.29 3.22 -3.52  0.266
N: -2.91 3.55 2.25  -0.573
C: -3.78 2.59 1.58  -0.728
C: -2.95 1.40 1.12  0.536
O: -1.84 1.19 1.82  0.000
O: -3.23 0.68 0.20  -0.579
H: -3.42 4.15 2.87  0.212
H: -2.41 4.12 1.58  0.164
H: -1.69 1.95 2.42  0.383
H: -4.33 2.96 0.71  0.367
H: -4.50 2.19 2.30  0.357
C: -1.27 -4.52 -0.37  -0.799
C: -2.38 -4.35 0.63  1.373
C: -3.35 -5.32 0.78  -0.603
C: -4.40 -5.21 1.69  -0.757
C: -4.45 -4.05 2.47  -0.648
C: -3.51 -3.05 2.35  0.912
C: -3.59 -1.81 3.20  -0.802
C: -2.42 -3.12 1.40  -0.428
N: -1.51 -2.16 1.29  -0.809
H: -1.29 -5.52 -0.81  0.376
H: -0.30 -4.35 0.10  -0.111
H: -1.33 -3.78 -1.18  0.053
H: -3.28 -6.22 0.16  0.272
H: -5.14 -5.99 1.79  0.328
H: -5.25 -3.93 3.19  0.259
H: -4.38 -1.90 3.96  0.383
H: -3.79 -0.92 2.59  -0.211
H: -2.63 -1.61 3.69  0.081

Computed properties:
Energy above the lowest of the compared OMol25 structures with the same formula, charge and spin = 0.205 eV
Maximum force = 0.6 eV Å⁻¹
Charge = -1
HOMO-LUMO gap = 0.1390 hartree
M = 711.6 g/mol
LUMO level = 1.92 eV
DFT total energy = -7324.1824 Eh
Multiplicity = 1

***

No. 2
A structure of composition C32H38Cl3FN8O3SSiZr, computed with the ωB97M-V functional and the def2-TZVPD basis.

Last column: Mulliken charge in e.
Geometry (Å):
Zr: -1.60 -1.06 2.85  0.015
C: 5.64 -0.66 0.75  -1.046
C: 5.04 0.65 1.22  -0.973
N: 3.58 0.59 1.23  0.248
C: 2.97 0.36 2.41  0.012
C: 1.62 0.17 2.55  -0.143
C: 1.05 0.00 3.95  -0.013
O: 1.69 0.42 4.89  -0.663
O: -0.10 -0.58 4.03  -0.342
C: 0.78 0.17 1.40  0.797
O: -0.47 -0.03 1.44  0.529
C: 1.45 0.44 0.14  0.946
C: 0.70 0.50 -1.03  -0.612
C: 1.27 0.86 -2.22  -0.194
F: 0.47 0.92 -3.30  -0.388
C: 2.65 1.17 -2.32  -0.863
C: 3.40 1.02 -1.16  -0.761
C: 2.84 0.68 0.08  -0.165
N: 3.26 1.55 -3.51  0.215
C: 2.52 1.59 -4.77  -0.740
C: 3.50 1.78 -5.93  -0.807
N: 4.79 1.15 -5.54  -0.097
C: 5.45 1.94 -4.46  -0.767
C: 4.36 2.49 -3.54  -0.679
H: 6.72 -0.59 0.71  0.407
H: 5.27 -0.93 -0.24  0.324
H: 5.38 -1.47 1.43  0.344
H: 5.36 1.49 0.60  0.451
H: 5.37 0.86 2.24  0.451
H: 3.58 0.33 3.29  0.539
H: -0.36 0.31 -0.99  0.592
H: 4.46 1.20 -1.21  0.676
H: 1.79 2.41 -4.79  0.421
H: 1.98 0.65 -4.90  0.531
H: 3.69 2.84 -6.15  0.343
H: 3.11 1.32 -6.83  0.402
H: 5.41 1.04 -6.35  0.359
H: 4.57 0.21 -5.18  0.382
H: 6.03 2.75 -4.90  0.384
H: 6.13 1.28 -3.92  0.422
H: 4.01 3.47 -3.90  0.315
H: 4.76 2.65 -2.54  0.474
N: -2.84 -1.11 0.96  -0.024
C: -3.48 -2.40 0.97  0.809
C: -4.86 -2.50 1.11  -0.699
C: -5.47 -3.74 1.11  -0.885
C: -4.71 -4.89 0.94  -0.772
C: -3.34 -4.79 0.80  -0.966
C: -2.70 -3.56 0.82  0.487
C: -1.22 -3.50 0.79  -0.174
C: -0.50 -4.33 -0.07  -0.801
C: 0.88 -4.40 0.01  -0.930
C: 1.54 -3.70 1.01  -0.893
C: 0.82 -2.85 1.85  -0.875
C: -0.56 -2.69 1.74  1.961
H: -3.52 -0.36 0.83  0.225
H: -2.16 -1.04 0.20  0.393
H: -5.45 -1.60 1.21  0.465
H: -6.54 -3.81 1.24  0.438
H: -5.19 -5.85 0.93  0.438
H: -2.74 -5.69 0.68  0.539
H: -1.04 -4.90 -0.81  0.604
H: 1.43 -5.03 -0.67  0.434
H: 2.61 -3.80 1.13  0.511
H: 1.37 -2.33 2.63  0.663
Cl: -3.98 -0.73 3.58  -0.394
Si: -2.64 -1.13 5.70  0.229
Cl: -4.10 -2.10 6.71  -0.210
Cl: -1.94 -2.94 4.41  -0.233
N: -3.09 2.25 3.63  -0.907
N: -1.91 1.47 3.33  0.028
H: -2.89 2.98 4.30  0.238
H: -3.79 1.62 4.04  0.229
H: -1.23 1.52 4.10  0.314
H: -1.48 1.91 2.50  0.104
C: -4.42 2.40 -2.33  -0.876
N: -4.53 2.88 -0.99  0.227
C: -5.58 3.61 -0.48  -0.407
C: -5.38 3.75 0.85  -0.594
N: -4.21 3.11 1.16  0.216
C: -3.69 2.58 0.03  -0.014
S: -2.25 1.74 -0.06  -0.446
H: -4.69 3.18 -3.04  0.349
H: -5.08 1.55 -2.49  0.319
H: -3.39 2.08 -2.51  0.264
H: -6.37 3.98 -1.10  0.466
H: -5.98 4.25 1.59  0.441
H: -3.82 2.94 2.10  0.379

Computed properties:
Energy above the lowest of the compared OMol25 structures with the same formula, charge and spin = 1.219 eV
Maximum force = 2.2 eV Å⁻¹
Charge = +2
HOMO-LUMO gap = 0.2357 hartree
M = 859.4 g/mol
LUMO level = -5.18 eV
DFT total energy = -4120.9300 Eh
Multiplicity = 1

***

No. 3
A structure of composition C32H38Cl4N2OPPdSSi, computed with the ωB97M-V functional and the def2-TZVPD basis.

Last column: Mulliken charge in e.
Geometry (Å):
Pd: 0.50 0.68 0.40  0.419
Cl: -1.76 -0.93 -0.43  -0.066
C: -1.03 -2.51 -0.45  0.735
C: -1.72 -3.51 -1.11  -0.650
C: -1.17 -4.78 -1.21  -0.689
C: 0.08 -5.05 -0.67  -0.848
C: 0.78 -4.05 -0.01  -0.741
C: 0.23 -2.77 0.12  0.071
P: 1.15 -1.60 1.12  0.933
C: 2.89 -1.86 0.98  0.453
C: 3.54 -1.55 -0.22  -0.275
C: 4.89 -1.80 -0.35  -0.753
C: 5.60 -2.35 0.72  -0.622
C: 4.96 -2.64 1.92  -0.802
C: 3.61 -2.39 2.06  -0.381
C: 0.57 -1.65 2.79  1.072
C: -0.44 -2.53 3.18  -0.697
C: -0.85 -2.56 4.50  -0.742
C: -0.27 -1.70 5.43  -0.640
C: 0.72 -0.81 5.04  -0.960
C: 1.15 -0.77 3.73  -0.206
H: -2.68 -3.29 -1.56  0.521
H: -1.71 -5.56 -1.73  0.445
H: 0.51 -6.04 -0.75  0.465
H: 1.75 -4.27 0.42  0.523
H: 2.98 -1.11 -1.04  0.186
H: 5.40 -1.57 -1.27  0.477
H: 6.66 -2.54 0.61  0.448
H: 5.52 -3.07 2.74  0.481
H: 3.11 -2.63 2.99  0.487
H: -0.88 -3.21 2.46  0.465
H: -1.62 -3.26 4.81  0.502
H: -0.59 -1.74 6.46  0.462
H: 1.18 -0.16 5.78  0.542
H: 1.94 -0.09 3.43  0.582
C: 1.38 3.46 -3.73  -0.700
C: 2.44 2.36 -3.62  -1.122
N: 1.89 1.00 -3.74  0.295
C: 1.87 0.40 -5.09  -0.617
C: 0.61 0.70 -5.88  -0.992
C: 1.34 0.39 -2.69  0.682
C: 0.84 -1.00 -2.85  -0.516
N: 1.23 0.99 -1.51  -0.094
H: 1.85 4.43 -3.56  0.367
H: 0.58 3.32 -3.00  0.143
H: 0.93 3.48 -4.71  0.294
H: 3.00 2.44 -2.69  0.534
H: 3.18 2.47 -4.41  0.435
H: 2.04 -0.67 -5.01  0.357
H: 2.74 0.80 -5.61  0.398
H: -0.29 0.40 -5.33  0.245
H: 0.63 0.14 -6.81  0.386
H: 0.52 1.75 -6.12  0.299
H: 1.60 -1.65 -3.29  0.436
H: -0.04 -1.03 -3.50  0.498
H: 0.57 -1.40 -1.89  -0.733
H: 1.64 1.91 -1.52  -0.217
C: -6.45 3.24 -0.58  -1.477
C: -5.29 2.73 0.22  0.816
C: -4.23 3.58 0.56  -1.049
C: -3.17 3.14 1.31  -0.568
C: -3.15 1.80 1.72  0.685
C: -4.18 0.93 1.39  -0.575
C: -5.25 1.40 0.65  -0.830
S: -1.88 1.17 2.72  0.662
C: -2.02 2.19 4.18  -1.296
O: -0.48 1.60 2.02  0.598
H: -6.74 4.24 -0.26  0.403
H: -7.31 2.58 -0.50  0.393
H: -6.17 3.31 -1.64  0.329
H: -4.26 4.62 0.23  0.462
H: -2.37 3.83 1.58  0.461
H: -4.15 -0.11 1.72  0.520
H: -6.07 0.74 0.41  0.406
H: -2.02 3.24 3.92  0.480
H: -1.22 1.92 4.87  0.405
H: -2.99 1.91 4.59  0.474
Cl: 0.13 3.97 0.05  -0.095
Si: 0.68 2.89 1.62  0.542
Cl: 2.57 2.12 1.54  -0.081
Cl: 0.52 3.97 3.32  -0.244

Computed properties:
Energy above the lowest of the compared OMol25 structures with the same formula, charge and spin = 1.878 eV
Maximum force = 2.7 eV Å⁻¹
Charge = +3
HOMO-LUMO gap (alpha / beta) = 0.2199 / 0.2346 hartree
M = 806.0 g/mol
LUMO level (alpha / beta) = -10.71 / -9.99 eV
DFT total energy = -4423.8630 Eh
Multiplicity = 1

***

No. 4
A structure of composition C32H38N4O2P2SSn, computed with the ωB97M-V functional and the def2-TZVPD basis.

Last column: Mulliken charge in e.
Geometry (Å):
Sn: 0.23 1.95 -0.90  0.740
C: 3.02 0.49 0.76  -0.615
O: 2.39 1.79 0.68  -0.229
C: 3.33 2.80 0.30  -0.656
C: 2.69 4.15 0.51  -0.644
O: 1.47 4.19 -0.22  -0.013
C: 0.95 5.52 -0.36  -0.906
H: 3.70 0.48 1.62  0.375
H: 3.57 0.27 -0.15  0.246
H: 2.24 -0.25 0.89  0.119
H: 3.63 2.65 -0.74  0.339
H: 4.22 2.72 0.94  0.453
H: 3.36 4.93 0.15  0.547
H: 2.50 4.34 1.57  0.280
H: 1.64 6.13 -0.93  0.337
H: 0.78 5.96 0.63  0.346
H: 0.00 5.44 -0.89  0.272
C: -0.79 3.86 4.35  -1.356
C: -1.58 3.93 3.10  0.880
N: -2.69 4.56 2.92  -0.765
N: -3.03 4.35 1.62  0.290
C: -2.15 3.59 0.97  0.004
S: -2.19 3.09 -0.65  -0.382
N: -1.22 3.31 1.92  1.061
N: -0.15 2.46 1.67  -0.747
H: -1.34 4.38 5.14  0.387
H: 0.17 4.35 4.23  0.301
H: -0.63 2.83 4.65  0.281
H: -3.86 4.76 1.24  0.203
H: -0.24 1.62 2.25  0.159
H: 0.74 2.93 1.87  0.287
C: -0.15 -2.10 -0.21  -1.549
P: -0.99 -0.49 -0.13  0.561
C: -2.34 -0.66 -1.31  0.988
C: -3.45 -1.46 -1.01  -0.383
C: -4.45 -1.64 -1.95  -0.876
C: -4.36 -1.02 -3.19  -0.605
C: -3.26 -0.24 -3.50  -0.817
C: -2.25 -0.06 -2.57  -0.389
C: -1.78 -0.31 1.49  0.500
C: -1.07 -0.68 2.64  -0.709
C: -1.60 -0.45 3.91  -0.569
C: -2.84 0.17 4.04  -0.712
C: -3.54 0.54 2.91  -0.720
C: -3.02 0.32 1.64  -0.605
P: 0.55 -2.31 -1.95  0.415
C: 2.34 -2.08 -1.68  0.698
C: 3.08 -2.65 -0.64  -0.140
C: 4.45 -2.46 -0.55  -0.921
C: 5.11 -1.71 -1.53  -0.496
C: 4.39 -1.16 -2.58  -0.764
C: 3.01 -1.34 -2.65  -0.607
C: 0.38 -4.12 -2.11  0.628
C: 1.47 -4.97 -2.30  -0.524
C: 1.26 -6.33 -2.51  -0.718
C: -0.02 -6.85 -2.53  -0.511
C: -1.11 -6.00 -2.35  -0.706
C: -0.91 -4.65 -2.16  -0.336
H: -0.92 -2.86 -0.06  0.827
H: 0.60 -2.22 0.57  0.760
H: -3.52 -1.95 -0.05  0.500
H: -5.30 -2.26 -1.72  0.476
H: -5.14 -1.16 -3.92  0.445
H: -3.17 0.23 -4.48  0.473
H: -1.37 0.51 -2.85  0.283
H: -0.11 -1.18 2.57  0.298
H: -1.05 -0.76 4.79  0.489
H: -3.26 0.33 5.03  0.464
H: -4.52 1.00 3.01  0.484
H: -3.59 0.61 0.77  0.551
H: 2.59 -3.29 0.09  0.506
H: 5.01 -2.91 0.25  0.462
H: 6.18 -1.58 -1.47  0.415
H: 4.90 -0.60 -3.35  0.443
H: 2.45 -0.90 -3.47  0.440
H: 2.48 -4.58 -2.29  0.376
H: 2.11 -6.98 -2.66  0.411
H: -0.17 -7.90 -2.69  0.392
H: -2.11 -6.41 -2.38  0.415
H: -1.77 -4.00 -2.05  0.367

Computed properties:
Energy above the lowest of the compared OMol25 structures with the same formula, charge and spin = 0.000 eV
Maximum force = 0.5 eV Å⁻¹
Charge = +2
HOMO-LUMO gap = 0.2662 hartree
M = 723.4 g/mol
LUMO level = -5.54 eV
DFT total energy = -2906.3880 Eh
Multiplicity = 1